116
Properties=species:S:1:pos:R:3 method="wB97M-V/def2-TZVPD" charge=-2 de_lowest_ev=0.000 lumo_energy_ev=3.99
Sn -4.42 -17.47 17.42
C -10.24 -15.13 21.51
N -9.45 -16.03 20.72
C -9.15 -15.88 19.34
C -8.36 -16.91 19.00
N -8.15 -17.65 20.14
C -8.84 -17.12 21.21
S -8.97 -17.67 22.80
C -7.50 -18.90 20.09
C -6.51 -19.28 20.97
C -5.77 -20.44 20.73
C -6.05 -21.15 19.58
C -7.07 -20.72 18.78
N -7.84 -19.60 19.01
H -10.26 -14.16 21.00
H -9.76 -14.99 22.52
H -11.23 -15.53 21.59
H -9.49 -15.01 18.81
H -7.90 -17.22 18.06
H -6.28 -18.72 21.85
H -5.01 -20.80 21.43
H -5.52 -22.01 19.26
H -7.25 -21.20 17.83
C -4.20 -17.84 11.09
O -5.48 -18.48 11.03
C -6.31 -18.20 12.10
C -7.47 -18.97 12.21
C -8.29 -18.84 13.28
C -8.07 -17.93 14.30
C -9.02 -17.90 15.39
C -9.74 -19.25 15.81
O -9.32 -16.89 16.04
C -6.90 -17.04 14.22
O -6.63 -16.15 15.06
C -6.05 -17.24 13.07
H -3.58 -18.28 10.29
H -3.73 -18.05 12.08
H -4.22 -16.76 10.94
H -7.69 -19.78 11.53
H -9.14 -19.52 13.47
H -9.13 -20.10 15.55
H -10.70 -19.28 15.28
H -9.90 -19.27 16.89
H -5.17 -16.66 13.04
Se -3.70 -19.44 16.23
C -7.43 -12.10 18.38
C -8.48 -11.53 17.44
C -8.94 -10.26 17.78
C -9.83 -9.55 16.99
C -10.34 -10.16 15.85
C -9.89 -11.42 15.48
C -8.92 -12.11 16.22
Sb -8.00 -14.12 15.82
C -6.21 -13.14 15.13
C -5.10 -13.55 15.91
C -3.87 -12.93 15.85
C -3.69 -11.93 14.91
C -4.78 -11.43 14.22
C -6.07 -11.98 14.36
C -7.20 -11.21 13.69
C -8.99 -14.45 13.92
C -8.26 -14.52 12.73
C -8.81 -14.88 11.51
C -10.17 -15.14 11.44
C -10.94 -14.96 12.57
C -10.36 -14.64 13.80
C -11.24 -14.64 15.01
H -7.43 -11.53 19.34
H -6.44 -12.05 17.93
H -7.59 -13.14 18.64
H -8.55 -9.78 18.65
H -10.06 -8.52 17.28
H -10.92 -9.62 15.11
H -10.28 -11.96 14.66
H -5.18 -14.47 16.50
H -3.05 -13.25 16.50
H -2.76 -11.40 14.73
H -4.58 -10.70 13.42
H -7.52 -10.41 14.34
H -8.08 -11.76 13.41
H -6.79 -10.71 12.79
H -7.19 -14.35 12.77
H -8.14 -14.94 10.65
H -10.63 -15.40 10.50
H -12.05 -15.10 12.47
H -12.32 -14.52 14.78
H -11.07 -13.77 15.69
H -11.12 -15.54 15.61
C -0.84 -14.36 15.40
Si -1.56 -16.11 15.90
C -0.16 -17.41 15.88
C -2.63 -16.46 14.37
C -2.48 -16.04 17.51
Si -1.33 -16.19 18.92
C 0.20 -15.01 18.68
C -0.58 -17.92 19.31
C -2.21 -15.63 20.48
H -1.56 -13.63 15.07
H -0.11 -14.47 14.60
H -0.29 -13.83 16.15
H 0.13 -17.55 14.83
H -0.58 -18.35 16.20
H 0.70 -17.18 16.55
H -1.95 -16.57 13.54
H -3.33 -15.71 14.08
H -3.20 -17.38 14.51
H -2.99 -15.06 17.64
H 0.79 -15.33 17.77
H 0.83 -14.99 19.58
H -0.13 -13.99 18.55
H -0.23 -18.48 18.43
H -1.34 -18.56 19.82
H 0.29 -17.80 19.97
H -2.76 -14.70 20.19
H -1.68 -15.55 21.43
H -3.03 -16.39 20.66